(1)
This record from the OMol25 dataset describes a 2-piece molecular cluster, C10H18ClNO5 overall in a non-equilibrium geometry. The level of theory is wB97M-V/def2-TZVPD.

The orbital gap comes out at 7.041 eV. The calculation puts the relative energy (zero: lowest compared OMol25 entry of this formula, charge and spin) at 0.0 kJ/mol.

```
! wB97M-V def2-TZVPD RIJCOSX def2/J DEFGRID3
* xyz 0 1
C 3.4367 -1.1313 1.5884
C 2.9019 -1.5525 0.2186
O 1.5081 -1.3277 0.0614
C 1.1270 -0.0689 -0.3625
O 2.1345 0.8942 -0.1390
C 1.6160 2.1918 -0.0427
C 0.8843 2.3142 1.2871
N 0.0946 1.0527 1.5393
C -0.2133 0.3292 0.2624
C -1.1767 -0.8147 0.4121
C -2.1240 -0.6452 1.5833
O -1.8068 -0.8574 2.7465
Cl -3.7086 -0.1341 1.1312
H 2.7256 -0.4612 2.0575
H 3.4953 -1.9950 2.2372
H 4.4054 -0.6564 1.5234
H 3.4966 -1.1592 -0.5966
H 3.0114 -2.6273 0.1615
H 0.9302 -0.1064 -1.4386
H 2.3956 2.9351 -0.1041
H 0.9272 2.3918 -0.8623
H 1.6154 2.4459 2.0712
H 0.1854 3.1399 1.2726
H 0.6750 0.4434 2.1145
H -0.7261 1.3125 2.0795
H -0.6792 1.0487 -0.3994
H -1.7820 -0.8359 -0.5125
H -0.7292 -1.7947 0.4995
C -4.1434 -0.7613 -3.0463
C -2.6725 -0.4108 -2.7494
O -2.2211 0.6222 -3.2722
O -2.0732 -1.2190 -1.9814
H -4.5966 -0.0237 -3.7066
H -4.2023 -1.7424 -3.5198
H -4.7114 -0.7967 -2.1139
*
```

These are the Mulliken partial charges, in e, on atoms 1 to 5: number 1, C, carries -0.765; number 2, C, carries -0.434; number 3, O, carries -0.370; number 4, C, carries -0.101; number 5, O, carries -0.392

=====

(2)
This record from the OMol25 dataset describes C10H18F2N4O14 as an isolated structure in a non-equilibrium geometry. The level of theory is wB97M-V/def2-TZVPD.

The orbital gap comes out at 8.066 eV. The calculation puts the relative energy (zero: lowest compared OMol25 entry of this formula, charge and spin) at 941.1 kJ/mol.

```
! wB97M-V def2-TZVPD RIJCOSX def2/J DEFGRID3
* xyz 0 1
C -3.9566 1.9083 1.2302
C -3.1218 1.5243 0.0295
O -2.4605 0.3179 0.4592
C -2.3290 0.3678 1.8127
O -1.6493 -0.3811 2.5563
O -3.1723 1.3187 2.2808
F -2.1848 2.4318 -0.2573
H -4.8548 1.2908 1.2300
H -4.1360 2.9668 1.4187
H -3.7754 1.3932 -0.8328
C -0.2260 -0.4759 0.0210
C 1.1655 -1.0120 0.2247
O 1.1283 -2.1606 -0.6362
C -0.1664 -2.6141 -0.6811
O -0.5149 -3.6646 -1.1315
O -0.9433 -1.5656 -0.4631
F 1.3994 -1.5613 1.4111
H -0.3285 0.3633 -0.6670
H -0.6415 -0.0680 0.9425
H 1.8618 -0.2061 -0.0075
C 3.2324 2.4518 -1.9092
N 3.5738 1.3890 -0.9569
O 2.7220 0.6098 -0.5293
O 4.7295 1.2906 -0.5584
H 2.4893 3.0477 -1.3793
H 2.8721 2.1352 -2.8881
H 4.0269 3.1508 -2.1705
C -2.7389 -2.1252 -0.1587
N -4.1376 -1.7300 0.2469
O -4.4835 -0.5538 0.0402
O -4.8968 -2.6002 0.7119
H -2.3190 -1.3316 -0.7766
H -2.8809 -2.9938 -0.8018
H -2.2930 -2.3623 0.8072
C 3.3763 -1.2945 -1.5566
N 3.2996 -2.7680 -1.2723
O 2.8767 -3.5677 -2.1368
O 3.7005 -3.1045 -0.1572
H 4.1491 -0.8601 -0.9224
H 2.3594 -0.9622 -1.3474
H 3.6347 -1.2147 -2.6125
C 1.3292 1.6044 1.8404
N 0.1353 2.2763 1.3571
O -0.4427 3.0638 2.1222
O -0.3292 1.8743 0.2720
H 1.9912 1.4771 0.9839
H 1.0392 0.6630 2.3071
H 1.8903 2.2614 2.5050
*
```

These are the Mulliken partial charges, in e, on atoms 1 to 5: number 1, C, carries -0.505; number 2, C, carries -0.076; number 3, O, carries 0.364; number 4, C, carries 0.440; number 5, O, carries -0.594

=====

(3)
This record from the OMol25 dataset describes an isolated ion of composition C10H18N and charge +1 in a non-equilibrium geometry. The level of theory is wB97M-V/def2-TZVPD.

The orbital gap comes out at 9.795 eV. The calculation puts the relative energy (zero: lowest compared OMol25 entry of this formula, charge and spin) at 475.8 kJ/mol.

```
! wB97M-V def2-TZVPD RIJCOSX def2/J DEFGRID3
* xyz 1 1
C -0.3251 -0.7493 -0.2800
C -1.3753 -1.0840 0.2563
C 1.7061 -1.3991 -1.7649
C 1.1856 -0.5406 -0.8115
C -3.9433 0.4500 -0.3454
C 1.5623 0.5438 1.3737
C 2.0627 1.7406 -0.7660
C 3.4635 -0.1328 -0.0362
C -2.7382 -1.3190 0.7609
C -3.5528 -0.1087 0.9964
N 2.0372 0.3763 -0.0185
H 2.8232 -1.3272 -1.7986
H 1.0223 -1.9336 -2.3382
H -3.1776 0.8800 -0.9338
H -4.4820 -0.3532 -0.8813
H -4.6447 1.2182 -0.3089
H 2.2036 1.1435 2.0144
H 0.5938 1.0333 1.4512
H 1.1180 -0.4655 1.7272
H 2.4410 1.5809 -1.7710
H 1.0513 2.3142 -0.8701
H 2.7439 2.4658 -0.1741
H 4.1619 0.4742 0.5363
H 3.3006 -1.1017 0.4041
H 3.8322 -0.0089 -1.1422
H -3.0658 -1.9483 -0.0813
H -2.5804 -1.9093 1.7073
H -4.3890 -0.5077 1.5522
H -3.0348 0.6682 1.5420
*
```

These are the Mulliken partial charges, in e, on atoms 1 to 5: number 1, C, carries -0.655; number 2, C, carries 0.813; number 3, C, carries -1.024; number 4, C, carries 0.438; number 5, C, carries -1.280

=====

(4)
This record from the OMol25 dataset describes one molecule with the formula C10H18N2O in a non-equilibrium geometry. The level of theory is wB97M-V/def2-TZVPD.

The orbital gap (spin up / spin down) comes out at 8.135 / 8.137 eV. The calculation puts the relative energy (zero: lowest compared OMol25 entry of this formula, charge and spin) at 578.8 kJ/mol.

```
! wB97M-V def2-TZVPD RIJCOSX def2/J DEFGRID3
* xyz 0 1
C -1.6000 1.6151 1.5479
C -1.8240 0.1730 0.9484
C -0.6801 -0.7764 -1.3864
C -1.9114 2.7124 0.5535
C -0.6764 -0.6308 0.2018
C 0.0365 0.3900 -2.0522
C -0.0264 -2.1019 -1.7687
C 1.3915 0.4744 -2.6184
C 2.5340 -0.2819 1.9637
C 1.0814 -0.6975 1.8018
N -1.3462 2.2130 -0.6760
N -0.4508 1.5269 -1.3109
O 0.6161 -0.2026 0.5671
H -2.2321 1.7110 2.4346
H -0.5557 1.7003 1.8606
H -2.0964 -0.4576 1.8005
H -2.6923 0.2074 0.2873
H -1.7307 -0.7861 -1.7034
H -2.7838 3.3061 0.4174
H -0.8111 -1.6678 0.5574
H 0.0148 -2.1993 -2.8507
H -0.5894 -2.9439 -1.3709
H 0.9864 -2.1425 -1.3760
H 1.6049 1.4982 -2.9108
H 1.4715 -0.1731 -3.4901
H 2.1353 0.1601 -1.8819
H 3.1336 -0.6904 1.1551
H 2.6073 0.8018 1.9314
H 2.9215 -0.6416 2.9128
H 0.4832 -0.3003 2.6356
H 0.9891 -1.7962 1.8194
*
```

These are the Mulliken partial charges, in e, on atoms 1 to 5: number 1, C, carries -0.220; number 2, C, carries -1.293; number 3, C, carries 0.883; number 4, C, carries -0.494; number 5, C, carries -0.516

=====

(5)
This record from the OMol25 dataset describes one molecule with the formula C10H18N2O5 in a non-equilibrium geometry. The level of theory is wB97M-V/def2-TZVPD.

The orbital gap comes out at 9.769 eV. The calculation puts the relative energy (zero: lowest compared OMol25 entry of this formula, charge and spin) at 282.0 kJ/mol.

```
! wB97M-V def2-TZVPD RIJCOSX def2/J DEFGRID3
* xyz 0 1
C -2.5165 -0.2553 0.3692
C -1.3732 -1.2120 0.5731
C -3.2570 -0.3359 -0.9471
C -2.3333 -0.3917 -2.1615
C 0.5271 0.3016 -0.2028
C 1.2720 -0.0133 -1.5815
C 1.6409 0.8767 0.7571
C 0.8941 1.9478 1.6561
C 2.3369 -0.2410 1.5464
C 3.2843 -1.0844 0.6085
H -2.5954 1.9633 0.4436
H -1.9718 1.0620 1.7998
H -3.3336 -0.5788 1.0531
H -3.7833 -1.2121 -1.0281
H -3.8881 0.5100 -1.0192
H -1.4080 1.0317 -3.1398
H 0.5447 -1.7024 0.2209
H -0.3853 0.8275 -0.4143
H 2.5013 1.3585 0.2496
H 0.2840 1.2610 2.1753
H 0.2754 2.7173 1.1482
H 1.6036 2.3286 2.3466
H 2.9800 0.2734 2.2864
H 1.6222 -0.8845 2.1555
H 2.9150 -1.4974 -0.4160
H 3.4705 -1.9854 1.2428
H 4.2613 -0.5913 0.5195
H 1.1174 -1.2371 -3.0214
N -2.0872 1.0999 0.8115
N -0.0841 -0.8993 0.2616
O -1.6179 -2.3475 0.9476
O -2.0023 -1.3430 -2.7837
O -1.8386 0.8283 -2.2680
O 2.3323 0.5223 -2.0310
O 0.6126 -1.0975 -2.1580
*
```

These are the Mulliken partial charges, in e, on atoms 1 to 5: number 1, C, carries 0.214; number 2, C, carries 0.045; number 3, C, carries -0.985; number 4, C, carries 0.458; number 5, C, carries -0.351

=====

(6)
This record from the OMol25 dataset describes a 2-piece molecular cluster, C10H18N3O overall in a non-equilibrium geometry. The level of theory is wB97M-V/def2-TZVPD.

The orbital gap (spin up / spin down) comes out at 10.127 / 7.239 eV. The calculation puts the relative energy (zero: lowest compared OMol25 entry of this formula, charge and spin) at 55.6 kJ/mol. The expectation value of S² is 0.77.

```
! wB97M-V def2-TZVPD RIJCOSX def2/J DEFGRID3
* xyz 2 2
C -1.9666 1.8685 -0.6157
C -0.6644 1.0831 -0.7783
C -4.0719 0.8579 0.2301
N -2.8480 1.3422 0.4554
N -4.6958 1.0688 -0.9287
N -4.6644 0.1341 1.1761
H -1.6922 2.8646 -0.2550
H -2.4446 2.1137 -1.5598
H -0.7680 0.0407 -1.0526
H 0.1245 1.3131 -0.0781
H -2.3409 0.7835 1.1273
H -4.4436 1.8823 -1.4672
H -5.6752 0.8147 -1.0027
H -4.1339 -0.2235 1.9523
H -5.5525 -0.3104 1.0053
H -0.3267 1.4913 -1.7369
C 3.5978 -2.3837 -1.7118
C 2.3431 0.5943 0.2652
C 2.3184 -0.0425 1.5334
C 2.9349 -0.1677 -0.7047
C 3.2181 -1.5526 -0.5218
C 2.8043 -1.3587 1.8029
C 3.0900 -2.1712 0.7448
O 1.5911 0.5514 2.4831
H 2.0383 1.6148 0.1550
H 3.1233 0.2640 -1.6761
H 2.9002 -1.6901 2.8290
H 1.9483 0.3709 3.3758
H 3.4664 -3.4240 -1.4074
H 4.6060 -2.2484 -2.0966
H 3.3945 -3.1970 0.8903
H 2.7891 -2.2841 -2.4327
*
```

These are the Mulliken partial charges, in e, on atoms 1 to 5: number 1, C, carries -0.467; number 2, C, carries -1.232; number 3, C, carries 0.712; number 4, N, carries -0.187; number 5, N, carries -0.375

=====

(7)
This record from the OMol25 dataset describes an isolated ion of composition C10H18NOS3 and charge -1 in a non-equilibrium geometry. The level of theory is wB97M-V/def2-TZVPD.

The orbital gap comes out at 6.473 eV.

```
! wB97M-V def2-TZVPD RIJCOSX def2/J DEFGRID3
* xyz -1 1
C -1.2616 -0.1811 -1.8870
S -1.9051 -0.1154 -0.2144
C -0.4142 0.3238 0.6507
C -0.6860 0.5147 2.1619
C 0.0563 1.7724 2.6385
O -0.8323 -0.5480 2.7756
H -2.0201 0.2311 -2.5632
H -0.3393 0.4064 -1.9563
H -1.0757 -1.2309 -2.1443
H 0.2235 -0.5558 0.5474
H 0.0231 1.1831 0.1294
H 1.1137 1.5582 2.7100
H -0.1014 2.6049 1.9490
H -0.3089 2.0795 3.6255
C -6.4483 2.1752 6.6600
C -6.2980 1.1760 5.5155
C -4.8475 1.1020 5.0021
N -4.3505 2.4132 4.6302
C -3.2238 2.5315 3.8321
S -2.6831 1.2715 2.8178
S -2.2902 3.9234 3.8690
C -4.4334 3.4021 5.7059
C -5.8269 3.5282 6.2891
H -7.5104 2.3180 6.8984
H -5.9458 1.7840 7.5522
H -6.6136 0.1739 5.8260
H -6.9365 1.4797 4.6799
H -4.2275 0.6749 5.8127
H -4.8089 0.3919 4.1636
H -3.7128 3.1419 6.5055
H -4.1499 4.3935 5.3183
H -6.4597 4.0309 5.5536
H -5.7785 4.1839 7.1632
*
```

These are the Mulliken partial charges, in e, on atoms 1 to 5: number 1, C, carries -0.781; number 2, S, carries -0.005; number 3, C, carries -0.647; number 4, C, carries 0.863; number 5, C, carries -1.602

=====

Number 1: total energy -34909.383 eV. Number 2: total energy -50701.311 eV. Number 3: total energy -12140.809 eV. Number 4: total energy -15683.886 eV. Number 5: total energy -23878.868 eV. Number 6: total energy -17163.588 eV. Number 7: total energy -46705.670 eV.